DFT (ωB97M-V with the def2-TZVPD basis set) results for a 11-piece molecular cluster, C22H66O11 overall.

Last column: Löwdin charge in e.
Element x y z (Å)
C1 -1.506 -0.312 2.616  -0.06
C2 -1.197 -1.075 3.946  -0.28
O1 -0.082 -1.901 3.780  -0.09
H1 -2.365 0.334 2.795  0.07
H2 -2.060 -0.825 1.830  0.06
H3 -0.804 0.419 2.215  0.07
H4 -2.040 -1.706 4.228  0.11
H5 -1.104 -0.414 4.807  0.11
H6 -0.228 -2.643 4.371  0.10
C3 0.562 1.952 -4.897  -0.10
C4 1.031 2.811 -3.843  -0.34
O2 1.494 4.091 -4.354  -0.09
H7 0.222 0.969 -4.570  0.08
H8 1.194 1.708 -5.751  0.09
H9 -0.361 2.423 -5.235  0.08
H10 1.781 2.395 -3.171  0.11
H11 0.230 3.234 -3.237  0.11
H12 2.430 3.966 -4.527  0.07
C5 -3.546 4.759 -3.516  -0.06
C6 -2.929 5.246 -2.191  -0.34
O3 -2.352 4.185 -1.523  -0.08
H13 -2.752 4.435 -4.188  0.07
H14 -3.988 5.577 -4.086  0.07
H15 -4.302 4.008 -3.287  0.06
H16 -3.561 5.833 -1.524  0.11
H17 -2.145 5.961 -2.441  0.11
H18 -3.125 3.813 -1.093  0.06
C7 4.018 1.158 3.400  -0.08
C8 2.499 1.044 3.336  -0.32
O4 2.055 -0.080 4.085  -0.08
H19 4.516 1.045 4.363  0.07
H20 4.319 2.174 3.145  0.07
H21 4.402 0.368 2.754  0.06
H22 2.211 0.893 2.295  0.09
H23 2.091 1.996 3.672  0.10
H24 1.264 -0.397 3.644  0.02
C9 0.953 -3.758 -2.903  -0.07
C10 1.901 -4.443 -1.992  -0.33
O5 2.824 -3.524 -1.487  -0.08
H25 1.464 -3.472 -3.822  0.09
H26 0.600 -2.852 -2.410  0.06
H27 0.131 -4.439 -3.121  0.09
H28 2.301 -5.302 -2.530  0.12
H29 1.365 -4.882 -1.151  0.10
H30 3.118 -3.799 -0.615  0.05
C11 -1.236 -4.755 0.512  -0.06
C12 -2.281 -3.690 0.864  -0.33
O6 -2.995 -4.141 1.973  -0.07
H31 -0.980 -5.373 1.373  0.08
H32 -0.431 -4.200 0.030  0.05
H33 -1.623 -5.589 -0.074  0.07
H34 -3.044 -3.412 0.137  0.12
H35 -1.670 -2.812 1.074  0.07
H36 -3.508 -3.397 2.298  0.08
C13 -2.483 3.732 2.544  -0.06
C14 -3.469 3.586 3.755  -0.31
O7 -4.763 3.267 3.324  -0.08
H37 -2.973 4.363 1.802  0.06
H38 -2.152 2.790 2.108  0.05
H39 -1.606 4.340 2.764  0.07
H40 -3.656 4.481 4.349  0.10
H41 -3.023 2.864 4.439  0.10
H42 -4.867 3.709 2.478  0.07
C15 5.731 -0.299 -1.129  -0.09
C16 4.488 -0.977 -0.609  -0.30
O8 3.641 -0.926 -1.753  -0.11
H43 5.491 0.712 -1.458  0.07
H44 6.372 -0.767 -1.877  0.08
H45 6.499 -0.128 -0.375  0.06
H46 3.978 -0.569 0.263  0.10
H47 4.611 -2.047 -0.443  0.09
H48 3.120 -1.733 -1.747  0.02
C17 2.344 -2.822 1.733  -0.06
C18 3.034 -4.149 2.077  -0.34
O9 4.278 -4.164 1.516  -0.06
H49 2.612 -2.577 0.705  0.04
H50 2.709 -2.143 2.504  0.07
H51 1.257 -2.859 1.792  0.06
H52 2.555 -4.868 1.412  0.11
H53 3.064 -4.361 3.145  0.13
H54 4.851 -3.852 2.220  0.10
C19 -3.801 0.219 -2.349  -0.08
C20 -4.303 1.374 -1.512  -0.28
O10 -3.565 1.443 -0.275  -0.10
H55 -4.253 0.372 -3.329  0.07
H56 -4.127 -0.775 -2.044  0.08
H57 -2.742 0.254 -2.603  0.06
H58 -5.367 1.206 -1.350  0.12
H59 -4.132 2.302 -2.058  0.07
H60 -2.641 1.544 -0.515  0.01
C21 -0.001 -0.601 -0.638  -0.04
C22 0.359 0.898 -0.583  -0.26
O11 -0.855 1.603 -0.447  -0.10
H61 -0.888 -0.737 -1.257  0.07
H62 -0.214 -1.079 0.318  0.04
H63 0.799 -1.152 -1.132  0.05
H64 0.854 1.151 -1.520  0.09
H65 1.105 1.241 0.133  0.11
H66 -0.635 2.535 -0.381  0.09

Results
SMILES string = CCO.CCO.CCO.CCO.CCO.CCO.CCO.CCO.CCO.CCO.CCO
Spin multiplicity = 1
HOMO-LUMO gap = 10.28 eV
Net charge = 0
HOMO = -9.7 eV

DFT (ωB97M-V with the def2-TZVPD basis set) results for C35H37BrOsP2 as an isolated structure.

Last column: Mulliken spin population.
Element x y z (Å)
Os1 2.793 -1.165 -2.246  2.16
C1 5.369 -2.508 -2.427  0.00
C2 5.620 -1.313 -1.806  0.21
C3 6.185 -0.170 -2.551  -0.02
C4 5.315 0.089 -3.817  0.05
C5 3.834 -0.354 -3.739  0.21
C6 3.202 -1.640 -4.086  0.32
C7 4.024 -2.847 -4.539  -0.01
C8 5.409 -2.991 -3.865  0.01
C9 0.613 1.008 -0.843  0.07
H1 5.461 -3.435 -1.748  0.01
H2 5.735 -1.346 -0.703  0.00
H3 7.247 -0.252 -2.860  0.00
H4 6.242 0.712 -1.907  0.00
H5 5.274 1.175 -3.952  0.00
H6 5.765 -0.345 -4.709  0.01
H7 3.308 0.571 -4.109  -0.02
H8 2.228 -1.553 -4.613  0.00
H9 4.047 -2.906 -5.622  0.00
H10 3.475 -3.766 -4.266  0.01
H11 5.573 -4.057 -3.731  0.00
H12 6.258 -2.682 -4.496  0.00
H13 0.467 -0.111 -0.784  -0.05
H14 -0.343 1.483 -1.019  0.00
H15 1.207 1.354 -0.018  0.01
P1 3.379 -0.766 -0.038  0.07
P2 1.722 1.360 -2.247  0.12
C10 4.055 0.886 -0.604  0.06
C11 3.443 1.714 -1.507  0.12
C12 3.195 -0.379 1.719  0.07
C13 4.384 0.019 2.379  0.01
C14 4.306 0.258 3.747  0.00
C15 3.109 0.064 4.450  0.00
C16 1.983 -0.427 3.787  0.00
C17 2.005 -0.663 2.416  0.03
C18 3.645 -2.732 0.160  -0.09
C19 3.304 -3.662 -0.831  0.19
C20 3.187 -5.035 -0.672  0.02
C21 3.584 -5.523 0.573  0.02
C22 4.036 -4.653 1.587  -0.01
C23 4.051 -3.268 1.393  0.01
C24 1.236 3.157 -2.315  0.04
C25 1.497 4.030 -1.237  0.00
C26 0.953 5.319 -1.234  0.01
C27 0.090 5.764 -2.248  0.00
C28 -0.156 4.878 -3.311  0.00
C29 0.336 3.564 -3.297  0.00
C30 0.959 0.841 -3.985  0.03
C31 -0.059 -0.121 -4.153  0.05
C32 -0.227 -0.790 -5.364  -0.01
C33 0.326 -0.225 -6.527  0.02
C34 1.152 0.900 -6.438  0.00
C35 1.540 1.378 -5.171  0.05
H16 4.939 1.262 -0.081  -0.01
H17 3.968 2.623 -1.892  0.00
H18 5.351 0.068 1.870  0.00
H19 5.165 0.598 4.310  0.00
H20 3.022 0.279 5.518  0.00
H21 1.073 -0.649 4.329  0.00
H22 1.174 -1.111 1.881  0.01
H23 3.047 -3.302 -1.847  -0.02
H24 2.809 -5.652 -1.516  0.00
H25 3.457 -6.600 0.747  0.00
H26 4.337 -5.108 2.553  0.00
H27 4.380 -2.623 2.199  0.00
H28 2.164 3.699 -0.433  0.00
H29 1.160 5.994 -0.409  0.00
H30 -0.373 6.767 -2.227  0.00
H31 -0.790 5.209 -4.144  0.00
H32 0.012 2.891 -4.110  0.00
H33 -0.755 -0.372 -3.354  0.00
H34 -0.792 -1.738 -5.371  0.00
H35 0.084 -0.641 -7.509  0.00
H36 1.506 1.381 -7.369  0.00
H37 2.287 2.205 -5.137  0.00
Br1 0.429 -2.518 -1.966  0.25

Results
Spin multiplicity = 5
HOMO-LUMO gap (spin up / spin down) = 7.06 / 5.45 eV
Net charge = +2
HOMO (spin up / spin down) = -13.9 / -14.2 eV

DFT (ωB97M-V with the def2-TZVPD basis set) results for C38H36BaF6N3O7PS3 as an isolated structure.

Last column: Löwdin charge in e.
Element x y z (Å)
Ba1 -0.611 -1.873 0.084  1.82
C1 4.873 -0.881 4.715  -0.04
C2 4.655 0.591 4.470  -0.26
C3 5.322 1.492 5.300  -0.07
C4 5.213 2.865 5.140  -0.11
C5 4.416 3.367 4.125  -0.11
C6 3.730 2.483 3.306  -0.11
C7 3.833 1.098 3.448  -0.33
P1 2.793 0.185 2.212  1.13
C8 2.507 -1.457 2.992  -0.34
C9 3.060 -2.617 2.454  -0.09
C10 2.830 -3.856 3.031  -0.09
C11 2.029 -3.948 4.158  -0.10
C12 1.444 -2.805 4.679  -0.07
C13 1.656 -1.555 4.105  -0.30
C14 0.950 -0.354 4.679  -0.04
C15 3.986 -0.215 0.902  -0.36
C16 5.359 -0.276 1.105  -0.14
C17 6.241 -0.717 0.125  -0.15
C18 5.694 -1.135 -1.095  -0.15
C19 4.343 -1.068 -1.340  -0.08
C20 3.410 -0.561 -0.377  -0.37
C21 2.050 -0.441 -0.660  -0.22
H1 5.748 -1.024 5.350  0.07
H2 5.027 -1.425 3.785  0.07
H3 4.013 -1.341 5.206  0.08
H4 5.954 1.097 6.088  0.10
H5 5.749 3.533 5.803  0.09
H6 4.317 4.435 3.976  0.09
H7 3.086 2.868 2.523  0.09
H8 3.693 -2.534 1.578  0.11
H9 3.270 -4.745 2.596  0.10
H10 1.833 -4.911 4.616  0.10
H11 0.783 -2.880 5.535  0.11
H12 0.563 -0.579 5.673  0.08
H13 0.102 -0.081 4.043  0.06
H14 1.608 0.513 4.758  0.06
H15 5.757 0.039 2.064  0.09
H16 7.308 -0.745 0.304  0.07
H17 6.349 -1.510 -1.876  0.08
H18 3.953 -1.390 -2.299  0.10
H19 1.715 -0.511 -1.689  -0.02
H20 1.474 0.262 -0.064  -0.04
N1 -0.889 1.546 1.467  0.02
N2 -1.989 2.420 1.437  -0.03
C22 -3.227 2.119 2.082  -0.71
O1 -3.948 3.108 2.263  -0.04
O2 -3.504 0.923 2.391  -0.10
H21 -0.358 1.612 2.330  0.07
H22 -0.279 1.734 0.685  0.05
H23 -1.785 3.402 1.555  0.11
F1 -4.649 -2.674 3.049  0.12
C23 -4.403 -1.372 2.883  -0.67
F2 -4.231 -0.848 4.077  0.16
F3 -5.446 -0.850 2.264  0.16
S1 -2.840 -1.171 1.831  0.60
O3 -1.646 -0.848 2.574  -0.41
O4 -3.065 -0.723 0.475  -0.41
N3 -2.547 -2.874 1.511  -0.48
S2 -1.547 -3.634 2.494  0.54
O5 -1.812 -3.563 3.899  -0.27
O6 -0.149 -3.489 2.037  -0.51
C24 -1.899 -5.363 1.957  -0.68
F4 -1.068 -6.200 2.588  0.13
F5 -1.707 -5.501 0.642  0.12
F6 -3.149 -5.724 2.245  0.14
C25 -2.788 1.604 -1.817  0.01
C26 -1.296 1.534 -1.948  -0.39
O7 -0.616 0.798 -1.263  -0.09
C27 -0.614 2.411 -2.957  -0.14
C28 -1.183 3.595 -3.411  -0.04
C29 -0.501 4.395 -4.317  -0.10
C30 0.745 4.000 -4.787  -0.10
C31 1.310 2.810 -4.344  -0.07
C32 0.637 2.021 -3.426  0.00
H24 -3.150 0.698 -1.345  0.07
H25 -3.261 1.756 -2.788  0.09
H26 -3.039 2.440 -1.157  0.09
H27 -2.156 3.901 -3.046  0.11
H28 -0.941 5.324 -4.657  0.09
H29 1.276 4.619 -5.500  0.09
H30 2.279 2.498 -4.710  0.10
H31 1.059 1.093 -3.063  0.10
S3 -0.570 -1.785 -3.084  0.42
C33 -1.574 -3.012 -3.825  -0.75
C34 -2.280 -2.756 -5.012  -0.15
C35 -3.083 -3.717 -5.606  -0.13
C36 -3.219 -4.980 -5.042  -0.14
C37 -2.525 -5.258 -3.870  -0.12
C38 -1.718 -4.299 -3.280  -0.15
H32 -2.188 -1.773 -5.459  0.08
H33 -3.613 -3.474 -6.521  0.09
H34 -3.853 -5.729 -5.502  0.08
H35 -2.611 -6.236 -3.408  0.09
H36 -1.172 -4.545 -2.375  0.08

Results
Spin multiplicity = 1
HOMO-LUMO gap = 5.20 eV
Net charge = -2
HOMO = -1.2 eV

DFT (ωB97M-V with the def2-TZVPD basis set) results for an isolated molecule of C6H8N2O.

Last column: Löwdin charge in e.
Element x y z (Å)
C1 1.792 -0.181 1.268  0.01
C2 1.577 1.221 0.776  -0.53
O1 2.353 2.122 1.000  0.06
N1 0.471 1.408 -0.032  0.16
C3 -0.428 0.411 -0.535  -0.37
C4 -0.314 -0.414 -1.558  -0.04
C5 -1.462 -1.334 -1.469  -0.08
C6 -2.161 -0.819 -0.380  -0.22
N2 -1.482 0.128 0.254  0.04
H1 1.577 -0.895 0.596  0.02
H2 1.189 -0.302 2.292  0.14
H3 2.874 -0.239 1.368  0.09
H4 0.674 2.230 -0.345  0.06
H5 0.314 -0.569 -2.405  0.10
H6 -1.920 -2.076 -2.120  0.09
H7 -3.273 -1.406 0.026  0.19
H8 -1.780 0.715 1.263  0.28

Results
SMILES string = CC(=O)Nc1ccc[nH]1
Spin multiplicity = 1
HOMO-LUMO gap = 9.26 eV
Net charge = 0
HOMO = -8.7 eV

DFT (ωB97M-V with the def2-TZVPD basis set) results for a 15-piece molecular cluster, C3H37N2O14S overall.

Last column: Löwdin charge in e.
Element x y z (Å)
N1 0.773 1.439 -2.265  0.05
C1 -0.407 1.726 -1.469  -0.41
C2 -0.494 3.227 -1.080  -0.71
S1 -1.186 4.252 -2.424  0.15
C3 -0.237 0.703 -0.210  -0.19
N2 -0.374 -0.757 -0.364  0.03
H1 0.940 0.812 -2.970  0.03
H2 1.562 1.870 -1.834  0.02
H3 -1.327 1.504 -1.997  0.09
H4 -1.165 3.351 -0.211  0.02
H5 0.451 3.579 -0.872  0.00
H6 0.656 0.883 0.196  0.03
H7 -0.991 1.149 0.450  0.09
H8 -0.232 -1.044 -1.331  0.05
H9 -1.307 -1.081 -0.142  0.05
H10 -3.326 3.994 -0.477  0.04
H11 -3.817 2.716 -1.385  0.09
O1 -3.752 3.093 -0.420  -0.17
H12 3.857 -0.645 0.583  0.01
H13 2.388 -1.066 0.829  0.13
O2 3.342 -0.932 1.326  -0.09
H14 4.181 0.650 -1.411  -0.04
H15 3.428 -0.311 -2.293  0.05
O3 4.243 -0.211 -1.756  -0.05
H16 2.016 -0.999 3.675  0.01
H17 1.227 -2.179 3.063  -0.01
O4 1.426 -1.713 3.889  -0.07
H18 -0.246 -3.137 1.296  0.02
H19 0.494 -2.042 0.765  -0.06
O5 0.532 -2.601 1.485  -0.06
H20 2.510 -4.414 -0.631  0.04
H21 1.991 -3.158 0.271  0.01
O6 2.489 -3.448 -0.534  -0.09
H22 -1.595 -4.083 -0.639  0.09
H23 -2.182 -3.069 0.123  -0.09
O7 -1.490 -3.610 0.214  -0.01
H24 -3.602 1.244 -0.278  -0.09
H25 -4.724 0.478 -0.754  0.05
O8 -3.778 0.508 -0.715  0.01
H26 -3.073 3.047 2.066  0.05
H27 -1.727 2.254 2.200  -0.09
O9 -2.184 2.947 2.452  0.00
H28 -0.950 -1.401 3.220  -0.04
H29 -0.910 -1.139 4.563  0.03
O10 -1.230 -0.708 3.767  -0.04
H30 3.178 0.810 1.840  0.05
H31 1.983 1.826 2.107  0.05
O11 2.774 1.711 1.571  -0.10
H32 -4.052 -1.590 0.354  0.05
H33 -3.788 -2.271 -1.053  0.07
O12 -3.769 -2.404 -0.089  -0.05
H34 0.349 -3.248 -3.490  0.03
H35 1.229 -2.009 -3.258  0.07
O13 0.289 -2.351 -3.142  -0.08
H36 3.421 2.406 -0.131  0.02
H37 2.843 3.005 -1.599  0.02
O14 3.347 2.436 -1.080  -0.04

Results
Spin multiplicity = 1
HOMO-LUMO gap = 4.95 eV
Net charge = -1
HOMO = -3.1 eV

DFT (ωB97M-V with the def2-TZVPD basis set) results for a 2-piece molecular cluster, C5H4N overall.

Last column: Löwdin charge in e.
Element x y z (Å)
C1 -0.815 -0.901 -0.801  -0.38
C2 -1.281 -2.077 -0.612  0.44
C3 1.028 -0.878 2.658  0.10
C4 0.434 -0.744 1.608  0.17
C5 0.194 -0.122 -1.594  0.00
N1 -0.992 0.436 -1.029  0.18
H1 1.490 -0.776 3.554  0.02
H2 1.079 -0.078 -0.896  0.13
H3 0.440 -0.018 -2.672  0.16
H4 -1.675 0.842 -1.629  0.17

Results
Spin multiplicity = 1
HOMO-LUMO gap (spin up / spin down) = 5.89 / 5.91 eV
Net charge = +1
HOMO (spin up / spin down) = -15.6 / -15.6 eV

DFT (ωB97M-V with the def2-TZVPD basis set) results for C5H13CdGaI as an isolated structure.

Last column: Löwdin charge in e.
Element x y z (Å)
C1 -0.570 -1.330 2.643  -0.09
C2 -0.880 -1.247 1.153  -0.30
C3 -0.079 -0.148 0.461  -0.30
C4 -0.426 0.195 -0.977  -0.36
C5 0.604 0.522 -1.905  -0.19
Ga1 1.525 2.494 -1.451  0.14
I1 1.332 2.837 1.057  0.55
H1 0.506 -1.292 2.829  0.08
H2 -0.960 -2.251 3.077  0.08
H3 -1.030 -0.494 3.175  0.09
H4 -1.949 -1.053 1.010  0.11
H5 -0.627 -2.207 0.671  0.04
H6 0.991 -0.351 0.552  0.12
H7 -0.315 0.798 1.005  0.02
H8 -1.006 -0.827 -1.340  -0.05
H9 -1.254 0.915 -1.039  0.14
H10 0.252 0.797 -2.903  0.09
H11 1.431 -0.182 -1.987  0.09
H12 0.809 3.603 -2.258  -0.09
H13 2.986 2.036 -1.781  -0.06
Cd1 -1.341 -2.814 -1.993  0.88

Results
Spin multiplicity = 1
HOMO-LUMO gap = 4.50 eV
Net charge = +1
HOMO = -12.4 eV

DFT (ωB97M-V with the def2-TZVPD basis set) results for a 2-piece molecular cluster, C29H37N4O4 overall.

Last column: Löwdin charge in e.
Element x y z (Å)
C1 5.687 -3.422 -1.212  -0.04
O1 6.112 -2.162 -0.655  -0.06
C2 5.216 -1.149 -0.534  -0.19
C3 3.842 -1.220 -0.790  0.02
C4 2.989 -0.235 -0.288  -0.23
C5 1.490 -0.428 -0.322  -0.08
C6 0.937 -1.003 0.996  -0.14
C7 1.458 -2.404 1.342  -0.37
O2 2.589 -2.708 1.720  0.09
N1 0.403 -3.259 1.206  -0.04
C8 0.545 -4.687 1.393  0.00
C9 -0.900 -2.635 1.021  -0.46
C10 -1.538 -3.172 -0.270  0.01
C11 -1.815 -2.972 2.214  0.01
N2 -0.515 -1.210 0.951  0.05
C12 -1.338 -0.179 0.669  0.03
C13 -2.709 -0.321 0.502  -0.06
C14 -3.613 0.655 0.102  0.05
C15 -5.033 0.427 0.122  -0.20
C16 -5.941 1.507 -0.038  -0.01
C17 -7.314 1.297 -0.097  -0.05
C18 -7.840 -0.002 0.010  -0.04
C19 -6.973 -1.082 0.215  -0.06
C20 -5.599 -0.876 0.296  -0.01
C21 3.517 0.913 0.302  0.02
C22 4.898 1.053 0.483  -0.19
O3 5.528 2.061 1.139  -0.07
C23 4.781 3.234 1.524  -0.05
C24 5.759 0.033 0.019  -0.15
O4 7.100 0.121 0.244  -0.08
C25 7.663 -0.348 1.510  -0.02
H1 6.613 -3.986 -1.341  0.10
H2 5.014 -3.941 -0.516  0.09
H3 5.185 -3.287 -2.180  0.09
H4 3.429 -2.102 -1.291  0.12
H5 0.982 0.534 -0.499  0.12
H6 1.208 -1.122 -1.131  0.13
H7 1.217 -0.318 1.818  0.18
H8 1.603 -4.931 1.517  0.10
H9 -0.011 -5.023 2.279  0.10
H10 0.148 -5.217 0.517  0.10
H11 -0.831 -3.082 -1.107  0.10
H12 -1.794 -4.230 -0.121  0.10
H13 -2.452 -2.626 -0.518  0.07
H14 -1.308 -2.737 3.160  0.11
H15 -2.753 -2.415 2.172  0.07
H16 -2.049 -4.046 2.189  0.09
H17 -0.856 0.804 0.608  0.16
H18 -3.105 -1.317 0.695  0.06
H19 -3.257 1.630 -0.248  0.08
H20 -5.517 2.511 -0.107  0.11
H21 -7.984 2.145 -0.225  0.11
H22 -8.915 -0.173 -0.061  0.12
H23 -7.368 -2.094 0.317  0.11
H24 -4.951 -1.733 0.490  0.10
H25 2.836 1.689 0.668  0.11
H26 5.540 3.934 1.878  0.10
H27 4.234 3.666 0.673  0.10
H28 4.075 2.995 2.332  0.09
H29 8.730 -0.165 1.407  0.09
H30 7.253 0.231 2.342  0.09
H31 7.466 -1.416 1.636  0.09
C26 -2.648 6.685 -2.719  -0.02
N3 -2.669 5.239 -2.521  -0.14
C27 -2.977 4.561 -1.359  -0.15
N4 -2.912 3.249 -1.559  0.01
C28 -2.537 3.055 -2.878  -0.14
C29 -2.386 4.285 -3.488  -0.06
H32 -2.360 6.888 -3.757  0.09
H33 -3.636 7.130 -2.535  0.10
H34 -1.928 7.175 -2.050  0.09
H35 -3.220 5.103 -0.454  0.13
H36 -2.392 2.079 -3.314  0.09
H37 -2.105 4.547 -4.493  0.11

Results
Spin multiplicity = 1
HOMO-LUMO gap = 5.43 eV
Net charge = +1
HOMO = -9.9 eV